This record from the OMol25 dataset describes C7H12LiO2P as an isolated structure. The level of theory is ωB97M-V with the def2-TZVPD basis set.

The geometry in XYZ format:
```
23
Properties=species:S:1:pos:R:3:lowdin_charge:R:1
O 3.84989 0.88031 0.45447 -0.06
O 3.45993 0.14960 -0.72907 -0.23
C 2.03500 0.20231 -0.76573 -0.38
P 1.19910 -1.23185 0.22145 0.37
C -0.52503 -0.33660 0.00598 -0.37
C -1.52602 -0.85105 -0.81779 -0.09
C -2.77447 -0.23649 -0.91865 -0.09
C -3.04507 0.92285 -0.20438 -0.13
C -2.04970 1.47139 0.60582 -0.18
C -0.80338 0.83560 0.69851 -0.21
H 4.77626 1.04959 0.24250 0.09
H 1.75086 0.13929 -1.82194 0.08
H 1.75365 1.18800 -0.37741 0.07
H 0.92129 -1.95655 -1.04337 -0.04
H 2.46289 -1.91785 0.36585 -0.04
H 1.37915 -0.48837 1.49236 -0.03
H 0.48462 -2.30908 0.96079 -0.07
H -1.32355 -1.75779 -1.38271 0.10
H -3.54962 -0.66502 -1.54465 0.10
H -4.00896 1.41073 -0.27971 0.10
H -2.23233 2.38116 1.17294 0.10
H -0.01671 1.24204 1.33344 0.09
Li -2.21780 -0.12223 2.33131 0.82
```

Properties
- F_max: 0.9 eV/Å
- Energy relative to the best compared isomer or geometry (same formula, charge and spin): 0.0 kcal/mol
- HOMO energy: -6.377 eV
- Gap between HOMO and LUMO: 4.732 eV